1.
Entry from OMol25: a molecular structure, C3H4N3 in a non-equilibrium geometry (the ωB97M-V functional and the def2-TZVPD basis).

The geometry in XYZ format:
```
10
C3H4N3 (the ωB97M-V functional and the def2-TZVPD basis)
C 0.724 -0.404 -0.456
C -2.346 0.110 0.859
C 1.942 0.026 -0.486
N -0.352 -0.965 -0.286
N -2.166 1.258 0.983
N -1.530 -1.218 -0.218
H 2.954 -0.437 -0.227
H 2.018 0.982 -1.025
H -2.265 2.228 0.893
H -1.957 -2.110 -0.016
```

Output
Net charge: +1
Frontier orbital gap: 7.7 eV
HOMO: -14.10 eV
Energy above the lowest of the compared OMol25 structures with the same formula, charge and spin: 3.772 eV

2.
Entry from OMol25: 6 unconnected molecules or ions with the total composition C31H66ClN6O9 (the ωB97M-V functional and the def2-TZVPD basis).

The geometry in XYZ format:
```
113
C31H66ClN6O9 (the ωB97M-V functional and the def2-TZVPD basis)
C -4.584 -0.306 5.184
C -5.097 0.178 3.837
Cl -5.461 1.954 3.925
C -4.308 -0.200 2.584
C -2.810 0.095 2.290
C -2.691 -0.406 0.832
O -1.339 -0.345 0.418
C -0.978 -1.232 -0.572
O -1.538 -0.794 -1.800
C -1.442 -1.726 -2.851
C -0.048 -1.867 -3.439
O 0.831 -2.643 -2.632
C -2.412 1.592 2.213
C -1.375 2.187 3.182
C -0.655 3.309 2.430
C -1.989 2.795 4.445
N -0.333 1.187 3.538
O 0.658 1.671 4.183
C -0.670 -0.203 3.936
C 0.569 -1.047 3.606
C -0.895 -0.267 5.460
C -1.846 -0.799 3.117
H -5.412 -0.354 5.892
H -3.831 0.352 5.609
H -4.176 -1.313 5.097
H -6.080 -0.254 3.682
H -4.431 -1.290 2.524
H -4.886 0.202 1.743
H -3.066 -1.437 0.747
H -3.300 0.227 0.177
H -1.351 -2.252 -0.364
H 0.112 -1.250 -0.618
H -2.123 -1.376 -3.632
H -1.795 -2.717 -2.521
H -0.130 -2.288 -4.449
H 0.409 -0.879 -3.529
H 0.639 -3.577 -2.782
H -1.998 1.752 1.215
H -3.302 2.219 2.270
H -0.027 2.894 1.640
H -0.030 3.891 3.106
H -1.399 3.978 1.992
H -2.596 2.095 5.010
H -2.642 3.619 4.152
H -1.193 3.181 5.084
H 0.341 -2.105 3.757
H 0.867 -0.885 2.568
H 1.406 -0.765 4.245
H -1.534 -1.106 5.727
H 0.059 -0.407 5.971
H -1.317 0.650 5.860
H -2.429 -1.407 3.807
H -1.402 -1.503 2.414
C -0.238 2.485 -2.945
C -0.407 3.771 -3.723
O -0.948 4.751 -3.236
N 0.071 3.793 -4.993
C 0.742 2.735 -5.728
H -0.667 2.623 -1.957
H -0.751 1.657 -3.436
H 0.817 2.224 -2.844
H -0.067 4.676 -5.459
H 1.746 3.034 -6.026
H 0.171 2.468 -6.620
H 0.827 1.851 -5.102
C 5.695 3.786 -7.855
C 4.918 3.593 -6.576
O 3.904 2.912 -6.525
N 5.389 4.207 -5.460
C 6.577 5.023 -5.326
H 5.197 3.218 -8.635
H 5.717 4.840 -8.138
H 6.718 3.429 -7.741
H 4.826 4.046 -4.640
H 7.273 4.587 -4.608
H 6.325 6.032 -4.992
H 7.085 5.095 -6.282
C -1.112 -3.954 9.556
C -0.719 -3.101 8.371
O -1.520 -2.381 7.801
N 0.575 -3.160 7.956
C 1.659 -3.946 8.504
H -2.167 -3.784 9.750
H -0.950 -5.013 9.352
H -0.537 -3.686 10.443
H 0.771 -2.564 7.166
H 2.470 -3.306 8.855
H 2.063 -4.634 7.759
H 1.303 -4.532 9.346
C -7.609 -4.421 2.805
C -7.344 -3.099 2.122
O -6.937 -2.129 2.740
N -7.575 -3.021 0.786
C -8.056 -4.058 -0.102
H -7.373 -4.303 3.858
H -8.654 -4.715 2.703
H -6.988 -5.213 2.385
H -7.383 -2.112 0.396
H -7.332 -4.265 -0.891
H -8.999 -3.768 -0.568
H -8.222 -4.975 0.454
C 9.254 -0.199 -7.133
C 8.988 0.970 -8.054
O 8.363 1.949 -7.680
N 9.467 0.894 -9.322
C 10.219 -0.182 -9.933
H 8.803 0.028 -6.172
H 8.816 -1.117 -7.526
H 10.325 -0.359 -7.000
H 9.254 1.703 -9.884
H 11.198 0.165 -10.269
H 9.687 -0.594 -10.792
H 10.371 -0.981 -9.215
```

Output
Net charge: 0
⟨S²⟩: 0.7540
Multiplicity: 2
Frontier orbital gap (alpha / beta): 7.8 / 9.1 eV
HOMO (alpha / beta): -7.35 / -8.67 eV

3.
Entry from OMol25: 4 unconnected molecules or ions with the total composition C6H19IN5O3 in a non-equilibrium geometry (the ωB97M-V functional and the def2-TZVPD basis).

The geometry in XYZ format:
```
34
C6H19IN5O3 (the ωB97M-V functional and the def2-TZVPD basis)
I 0.617 0.663 -0.553
C -3.553 -1.096 0.907
C -2.645 -1.445 2.084
C -3.219 -2.609 2.854
O -2.430 -2.859 4.004
C -2.873 -3.965 4.737
N -1.318 -1.790 1.569
H -4.421 -0.512 1.247
H -3.937 -1.962 0.368
H -3.035 -0.408 0.236
H -2.595 -0.541 2.709
H -3.151 -3.476 2.177
H -4.267 -2.443 3.130
H -2.834 -4.911 4.191
H -3.844 -3.746 5.195
H -2.182 -4.074 5.585
H -0.772 -2.271 2.275
H -0.821 -0.931 1.341
C 1.682 1.801 -4.771
O 2.137 2.267 -5.806
N 0.335 1.724 -4.506
N 2.452 1.315 -3.758
H 0.009 1.610 -3.557
H -0.344 1.908 -5.216
H 1.979 0.926 -2.955
H 3.441 1.264 -3.900
C 4.618 2.720 -1.044
O 5.008 1.611 -0.733
N 5.450 3.624 -1.680
N 3.355 3.172 -0.791
H 6.368 3.314 -1.928
H 5.099 4.522 -1.952
H 2.656 2.492 -0.507
H 3.033 4.107 -0.950
```

Output
Net charge: -1
Frontier orbital gap: 7.3 eV
HOMO: -4.51 eV
Energy above the lowest of the compared OMol25 structures with the same formula, charge and spin: 0.000 eV

4.
Entry from OMol25: 3 unconnected molecules or ions with the total composition C11H31O2PS in a non-equilibrium geometry (the ωB97M-V functional and the def2-TZVPD basis).

The geometry in XYZ format:
```
46
C11H31O2PS (the ωB97M-V functional and the def2-TZVPD basis)
C -3.187 2.414 2.321
C -2.214 1.364 2.972
P -0.442 1.825 2.380
C 1.265 2.405 1.662
S 0.954 3.930 0.675
C 1.772 3.736 -0.952
C 0.934 2.861 -1.947
H -2.671 3.391 2.403
H -3.258 2.207 1.240
H -4.174 2.433 2.798
H -2.303 1.423 4.077
H -2.461 0.328 2.673
H -0.283 2.749 3.474
H 0.050 0.504 2.614
H -1.033 2.253 1.129
H 1.860 2.736 2.538
H 1.780 1.609 1.100
H 2.810 3.375 -0.899
H 1.809 4.752 -1.384
H 1.521 2.522 -2.814
H 0.082 3.457 -2.319
H 0.501 2.013 -1.387
C 2.275 -1.591 -1.942
C 2.595 -1.176 -0.514
C 3.508 -2.187 0.164
O 1.387 -1.046 0.230
H 1.754 -2.553 -1.958
H 1.614 -0.861 -2.413
H 3.183 -1.678 -2.543
H 3.074 -0.194 -0.516
H 3.027 -3.168 0.216
H 3.723 -1.882 1.189
H 4.452 -2.292 -0.374
H 0.948 -1.907 0.242
C -2.890 -3.835 -1.125
C -2.115 -2.616 -0.654
C -1.719 -1.724 -1.820
O -0.942 -3.034 0.049
H -2.281 -4.444 -1.800
H -3.159 -4.469 -0.279
H -3.803 -3.545 -1.648
H -2.721 -2.047 0.053
H -1.071 -2.264 -2.518
H -1.156 -0.859 -1.467
H -2.597 -1.372 -2.364
H -0.397 -3.540 -0.562
```

Output
Net charge: 0
Structure (SMILES): CC[PH3]CSCC.CC(C)O.CC(C)O
Frontier orbital gap: 8.5 eV
HOMO: -7.81 eV

Short version: molar mass = 82.09, 702.36, 336.15, 258.41 g/mol, in the order given.
Short version: energy = -280.490459, -2686.650839, -1037.385682, -1327.611493 Eh, in the order given.